Record 1
Here is a molecular structure, C30H22N3O4PS2Ti from OMol25. Energies are from ωB97M-V with the def2-TZVPD basis set.

Atoms and positions in Å:
1 Ti 1.633316 1.407567 0.557693
2 S -1.996964 0.401069 -1.261344
3 S -2.067815 -2.145039 -2.712391
4 P -2.764058 -1.407600 -0.985630
5 O 0.764631 2.032643 -1.151543
6 O 0.767793 2.149375 1.936440
7 O 1.958303 3.477515 -0.045040
8 O 0.587449 0.731599 1.876401
9 N -0.881648 3.986805 -2.127389
10 N 2.086106 -0.630391 0.049994
11 N 3.604841 1.261936 0.937397
12 C 3.378313 -0.994260 0.302775
13 C -7.321412 -1.514509 -0.636853
14 C 0.604412 5.669347 -1.274971
15 C 0.211277 4.352829 -1.462664
16 C -1.142596 -3.623909 2.663022
17 C 3.855228 -2.303906 0.098012
18 C -1.326875 6.304832 -2.512586
19 C 5.731435 2.106499 1.658822
20 C 1.245770 -1.562559 -0.391937
21 C -2.130354 -2.268664 0.463433
22 C -4.559538 -1.491754 -0.853526
23 C -1.508942 -1.561732 1.484767
24 C 1.028795 3.254959 -0.866281
25 C -6.724772 -1.531909 -1.890608
26 C -1.010846 -2.246747 2.585987
27 C -0.184801 6.668718 -1.820623
28 C -6.540187 -1.485003 0.509250
29 C 4.209391 0.024866 0.781751
30 C 6.050373 -1.555355 0.817941
31 C -5.343791 -1.519079 -2.002798
32 C 4.404638 2.281716 1.384750
33 C 5.242261 -2.547100 0.379470
34 C -5.157704 -1.475477 0.404176
35 C -2.260886 -3.654999 0.537696
36 C -1.633126 4.953559 -2.635403
37 C -1.766243 -4.330422 1.639186
38 C 5.568140 -0.212882 1.035593
39 C 1.632804 -2.877975 -0.610688
40 C 6.346852 0.849351 1.487954
41 C 2.946362 -3.249878 -0.364680
42 H 1.500205 5.882520 -0.709434
43 H 5.634675 -3.545351 0.229496
44 H 0.902067 -3.582990 -0.979883
45 H 3.270112 -4.269636 -0.536067
46 H 0.232380 -1.241149 -0.592674
47 H -1.977535 7.048724 -2.951567
48 H -7.006353 -1.473455 1.485553
49 H 7.095351 -1.756726 1.019403
50 H -7.336736 -1.558073 -2.782513
51 H 6.304316 2.953705 2.008816
52 H -4.544765 -1.461116 1.297049
53 H -4.866561 -1.535612 -2.974126
54 H -1.857539 -5.407095 1.699204
55 H -0.505968 -1.699682 3.370672
56 H -2.732570 -4.200170 -0.272025
57 H -2.523424 4.636621 -3.166221
58 H 0.083689 7.710167 -1.703616
59 H -0.749950 -4.155324 3.520429
60 H -1.377166 -0.491732 1.400203
61 H 3.922886 3.241839 1.502485
62 H -8.400382 -1.527388 -0.552980
63 H 7.397367 0.707896 1.702244

Cartesian forces, eV/Å:
0.5 0.3 -0.2
0.0 0.1 0.0
0.0 0.0 0.2
0.0 -0.2 -0.3
-0.2 0.0 0.1
-0.2 0.1 0.3
-0.4 0.1 -0.1
-0.1 -0.1 0.1
0.0 0.0 0.0
-0.2 -0.2 -0.2
0.3 0.2 0.0
0.0 0.1 0.1
0.0 0.0 0.0
0.0 0.0 0.0
0.1 0.0 0.0
0.0 0.0 0.0
0.0 0.0 0.0
0.0 0.0 0.0
0.0 0.0 0.0
0.1 0.0 -0.1
0.0 0.0 0.0
0.0 0.0 0.0
0.0 -0.1 0.0
0.3 -0.3 -0.1
0.0 0.0 0.0
0.0 0.0 0.0
0.0 0.0 0.0
0.0 0.0 0.0
-0.1 0.0 -0.2
0.0 0.0 0.0
0.0 0.0 0.0
0.0 -0.1 0.0
0.0 0.0 0.0
0.0 0.0 0.0
0.0 0.0 0.0
0.0 0.0 0.0
0.0 0.0 0.0
0.0 0.0 0.1
0.0 0.0 0.0
0.0 0.0 0.0
0.0 0.0 0.0
0.0 0.0 0.0
0.0 0.0 0.0
0.0 0.0 0.0
0.0 0.0 0.0
0.0 0.0 -0.1
0.0 0.0 0.0
0.0 0.0 0.0
0.0 0.0 0.0
0.0 0.0 0.0
0.0 0.0 0.0
0.0 0.0 0.0
0.0 0.0 0.0
0.0 0.0 0.0
0.0 0.0 0.0
0.0 0.0 0.0
0.0 0.0 0.0
0.0 0.0 0.0
0.0 0.0 0.0
0.0 0.0 0.1
0.0 0.0 0.0
0.0 0.0 0.0
0.0 0.0 0.0

Calculated values
Gap between HOMO and LUMO (alpha / beta) = 5.3952 / 6.7732 eV
M = 631.498 u
Net charge = 0
<S²> = 2.036
Spin multiplicity = 3
E_tot = -3608.94187 hartree
LUMO energy (alpha / beta) = -0.11 / -1.92 eV
ΔE to the lowest compared entry with this formula, charge and spin = 162.32 kJ/mol

natural (NBO) charges, unit e, in atom order:
1 Ti 1.60
2 S -0.27
3 S -0.36
4 P 1.10
5 O -0.66
6 O -0.38
7 O -0.65
8 O -0.41
9 N -0.36
10 N -0.52
11 N -0.60
12 C 0.14
13 C -0.19
14 C -0.19
15 C 0.05
16 C -0.19
17 C -0.10
18 C -0.23
19 C -0.27
20 C 0.10
21 C -0.35
22 C -0.33
23 C -0.22
24 C 0.78
25 C -0.21
26 C -0.20
27 C -0.18
28 C -0.21
29 C 0.19
30 C -0.18
31 C -0.20
32 C 0.04
33 C -0.18
34 C -0.21
35 C -0.20
36 C 0.04
37 C -0.22
38 C -0.07
39 C -0.28
40 C -0.21
41 C -0.11
42 H 0.24
43 H 0.22
44 H 0.23
45 H 0.22
46 H 0.23
47 H 0.22
48 H 0.22
49 H 0.22
50 H 0.22
51 H 0.22
52 H 0.23
53 H 0.24
54 H 0.22
55 H 0.23
56 H 0.22
57 H 0.20
58 H 0.22
59 H 0.22
60 H 0.26
61 H 0.22
62 H 0.22
63 H 0.21

---

Record 2
Here is a single C21H20N2O7S molecule from OMol25. Energies are from ωB97M-V with the def2-TZVPD basis set.

Atoms and positions in Å:
1 S 1.833917 -1.150183 3.880098
2 O -0.068468 0.398955 -1.309047
3 O 3.239785 -1.187116 4.132652
4 O 0.087210 -3.829993 0.307793
5 O -2.139229 4.512470 -2.858964
6 O -0.877539 3.843808 0.425446
7 O 0.902743 -1.335640 4.948135
8 O 1.269577 4.302513 -0.073989
9 N 1.518545 -2.326080 2.745498
10 N -1.286733 2.638850 -1.866849
11 C 1.435664 0.364268 3.001951
12 C -0.209066 -5.121101 2.095298
13 C 0.128574 0.813894 2.992363
14 C -1.294430 1.665925 -2.870077
15 C -0.228983 -5.939364 0.938890
16 C -1.890498 1.836241 -4.107842
17 C 0.131915 -2.552046 2.385328
18 C -0.044499 -5.101049 -0.114077
19 C -0.017852 -3.844570 1.658249
20 C -0.206734 1.908455 2.214943
21 C 0.757612 -0.699880 -1.006006
22 C -1.847523 0.811496 -5.039902
23 C 2.426090 0.996466 2.273326
24 C -0.640969 0.457329 -2.560728
25 C 0.777817 2.545434 1.461966
26 C -1.215758 -0.377969 -4.735185
27 C -1.639322 3.940029 -1.919018
28 C -0.610532 -0.558764 -3.498936
29 C -1.336353 4.696551 -0.610315
30 C 2.098115 2.099021 1.505719
31 C 0.453405 3.666058 0.539151
32 H -0.887171 2.293248 -1.003682
33 H 1.552567 -0.815037 -1.748634
34 H 2.840999 2.620055 0.921216
35 H -0.120673 -1.494362 -3.280710
36 H -2.373823 2.772673 -4.330807
37 H -0.586065 5.463770 -0.833135
38 H 1.202600 -0.470493 -0.037437
39 H -2.251424 5.176090 -0.257849
40 H -1.222099 2.270614 2.185138
41 H 0.185524 -1.629782 -0.934753
42 H -0.323318 -5.434782 3.111675
43 H 3.434817 0.618331 2.330187
44 H -0.601762 0.305812 3.601912
45 H -0.362945 -7.000521 0.902861
46 H -0.265916 -1.737583 1.761033
47 H 2.171223 -2.323930 1.978183
48 H -1.184229 -1.178781 -5.458024
49 H -2.311294 0.948664 -6.004016
50 H -0.410674 -2.583820 3.331550
51 H 0.007183 -5.274170 -1.170579

Cartesian forces, eV/Å:
0.2 -0.3 -0.5
-0.4 0.4 -0.4
0.0 0.2 -0.3
0.1 0.4 -0.1
-0.1 0.2 -0.2
-0.1 -0.2 0.3
-0.3 0.1 -0.2
-0.1 -0.1 0.1
0.4 0.5 0.8
0.3 -0.5 0.4
0.1 -0.4 0.4
0.0 0.7 -0.1
-0.1 0.0 0.1
0.0 -0.1 -0.1
0.1 0.2 -0.5
0.0 0.1 0.1
-0.4 -0.1 -0.2
-0.1 -0.8 0.1
-0.2 -0.4 0.8
0.1 0.1 -0.1
0.1 -0.2 0.1
0.1 -0.2 0.0
0.2 0.0 0.0
0.0 0.1 0.0
0.1 -0.2 0.2
-0.1 0.0 -0.1
0.1 0.1 0.6
0.1 0.0 0.2
0.0 0.5 -0.5
-0.2 0.1 0.0
0.3 0.2 -0.2
-0.2 0.2 -0.1
0.0 0.0 0.0
0.1 0.0 0.0
0.1 -0.1 0.1
0.0 0.0 0.0
-0.2 -0.1 0.0
0.0 -0.1 0.0
0.1 -0.1 -0.1
-0.1 0.0 0.0
0.0 0.1 0.0
0.0 0.0 0.3
0.2 0.0 -0.1
-0.2 0.0 0.0
0.0 -0.2 -0.1
-0.1 -0.1 0.1
0.3 0.1 -0.1
0.0 -0.1 -0.1
0.0 0.0 -0.1
-0.2 -0.1 -0.2
0.0 0.1 -0.2

Calculated values
Gap between HOMO and LUMO = 7.9852 eV
M = 444.465 u
Net charge = 0
SMILES = COc1ccccc1NC(=O)COC(=O)c1ccc(S(=O)(=O)NCc2ccco2)cc1
Spin multiplicity = 1
E_tot = -1846.61813 hartree
LUMO energy = -0.48 eV
ΔE to the lowest compared entry with this formula, charge and spin = 184.14 kJ/mol

natural (NBO) charges, unit e, in atom order:
1 S 2.32
2 O -0.52
3 O -0.92
4 O -0.41
5 O -0.60
6 O -0.52
7 O -0.93
8 O -0.57
9 N -0.85
10 N -0.62
11 C -0.32
12 C -0.28
13 C -0.23
14 C 0.18
15 C -0.31
16 C -0.24
17 C -0.29
18 C 0.09
19 C 0.26
20 C -0.11
21 C -0.25
22 C -0.22
23 C -0.21
24 C 0.26
25 C -0.17
26 C -0.21
27 C 0.66
28 C -0.28
29 C -0.17
30 C -0.15
31 C 0.78
32 H 0.42
33 H 0.18
34 H 0.25
35 H 0.22
36 H 0.25
37 H 0.24
38 H 0.19
39 H 0.22
40 H 0.23
41 H 0.19
42 H 0.23
43 H 0.25
44 H 0.24
45 H 0.23
46 H 0.20
47 H 0.40
48 H 0.21
49 H 0.22
50 H 0.25
51 H 0.20

---

Record 3
Here is a molecular structure, C3H2CoO4 at a distorted geometry from OMol25. Energies are from ωB97M-V with the def2-TZVPD basis set.

Atoms and positions in Å:
1 Co -0.410128 0.299615 -0.318471
2 O 1.381545 0.610710 -0.658091
3 O -3.731735 -1.099565 -2.527978
4 O -1.857278 -0.218873 -1.498300
5 O -0.193997 -0.103103 1.475070
6 C -2.787869 -0.688773 -2.023354
7 C 1.138657 0.094588 1.629255
8 C 1.912168 0.465788 0.580115
9 H 2.984951 0.660479 0.707173
10 H 1.563686 -0.020867 2.634582

Cartesian forces, eV/Å:
-1.1 0.3 -0.8
1.9 -0.2 2.7
1.0 0.2 0.4
0.3 0.0 0.0
3.1 0.3 0.9
-1.9 -0.5 -0.8
-3.6 -1.0 2.3
1.1 1.0 -4.1
-0.4 -0.1 -0.2
-0.3 0.0 -0.4

Calculated values
Gap between HOMO and LUMO (alpha / beta) = 9.6997 / 9.4018 eV
M = 160.978 u
Net charge = +1
<S²> = 6.012
Spin multiplicity = 5
E_tot = -1798.94230 hartree
LUMO energy (alpha / beta) = -4.24 / -6.47 eV
ΔE to the lowest compared entry with this formula, charge and spin = 0.00 kJ/mol

natural (NBO) charges, unit e, in atom order:
1 Co 1.57
2 O -0.71
3 O -0.36
4 O -0.69
5 O -0.72
6 C 1.11
7 C 0.18
8 C 0.18
9 H 0.22
10 H 0.22